106
Properties=species:S:1:pos:R:3 method="wB97M-V/def2-TZVPD" energy_ha=-3540.63285 gap_ev=5.10 e_homo_ev=-18.36 charge=+4
W -1.856 0.677 -1.713
C 0.189 -3.533 -4.140
C 0.703 -2.958 -2.858
C 1.871 -3.361 -2.254
C 2.296 -2.810 -1.022
N 1.592 -1.857 -0.433
N 0.477 -1.451 -1.022
B -0.377 -0.357 -0.305
N -1.405 -1.063 0.660
N -0.723 -1.645 1.650
C -1.365 -2.372 2.542
C -2.764 -2.533 2.442
C -3.485 -1.942 1.434
C -4.968 -2.112 1.311
C -2.742 -1.171 0.512
S -3.723 -0.330 -0.741
C -0.578 -3.016 3.661
C 0.913 -2.731 3.520
C -0.820 -4.535 3.608
C -1.099 -2.450 4.994
N 0.597 0.711 0.296
N 1.734 0.799 -0.386
C 2.674 1.631 0.034
C 2.487 2.386 1.208
C 1.268 2.398 1.848
C 0.976 3.266 3.031
C 0.295 1.551 1.289
S -1.381 1.658 1.771
C 3.931 1.771 -0.799
C 3.943 3.203 -1.366
C 3.949 0.763 -1.946
C 5.163 1.563 0.099
C 0.008 -1.961 -2.160
S -1.672 -1.527 -2.483
C 3.538 -3.323 -0.323
C 3.211 -4.738 0.191
C 3.925 -2.420 0.846
C 4.704 -3.393 -1.323
H 0.722 -4.446 -4.393
H -0.875 -3.767 -4.075
H 0.327 -2.824 -4.959
H 2.470 -4.135 -2.717
H -3.279 -3.140 3.176
H -5.342 -2.761 2.099
H -5.486 -1.154 1.388
H -5.233 -2.560 0.350
H 1.303 -3.127 2.581
H 1.132 -1.663 3.558
H 1.445 -3.213 4.339
H -0.490 -4.960 2.658
H -0.250 -5.011 4.404
H -1.867 -4.800 3.762
H -0.943 -1.371 5.058
H -2.158 -2.660 5.151
H -0.554 -2.916 5.814
H 3.288 3.017 1.570
H 1.847 3.866 3.285
H 0.141 3.934 2.812
H 0.717 2.665 3.904
H 3.079 3.386 -2.008
H 3.958 3.957 -0.578
H 4.843 3.341 -1.965
H 3.109 0.910 -2.627
H 4.870 0.891 -2.514
H 3.919 -0.263 -1.575
H 5.243 2.318 0.881
H 5.166 0.578 0.566
H 6.061 1.646 -0.513
H 2.392 -4.719 0.913
H 2.944 -5.417 -0.621
H 4.090 -5.150 0.686
H 3.142 -2.363 1.599
H 4.823 -2.817 1.317
H 4.146 -1.407 0.504
H 4.533 -4.113 -2.124
H 4.917 -2.420 -1.768
H 5.599 -3.719 -0.795
O -1.599 4.764 1.313
C -2.773 4.451 1.968
C -3.159 5.049 3.151
C -4.334 4.635 3.767
C -5.117 3.624 3.218
C -4.728 3.015 2.039
C -3.545 3.425 1.418
C -3.127 2.844 0.145
O -1.979 1.937 0.130
N -3.686 3.037 -0.963
N -3.090 2.374 -2.018
C -3.410 2.846 -3.200
C -2.739 2.521 -4.408
C -3.203 3.049 -5.628
C -2.464 2.882 -6.780
C -1.235 2.221 -6.732
C -0.732 1.704 -5.541
C -1.499 1.842 -4.409
O -1.047 1.364 -3.199
H -1.582 5.705 1.089
H -2.558 5.843 3.577
H -4.646 5.113 4.686
H -6.038 3.329 3.701
H -5.346 2.253 1.581
H -4.202 3.593 -3.215
H -4.142 3.588 -5.651
H -2.827 3.278 -7.718
H -0.655 2.111 -7.639
H 0.227 1.208 -5.501


66
Properties=species:S:1:pos:R:3 method="wB97M-V/def2-TZVPD" energy_ha=-3064.09533 gap_ev="9.91 / 9.94" spin_multiplicity=3 e_homo_ev="-12.55 / -12.59" charge=+1
Ni -0.164 -0.084 0.049
B 0.300 1.827 -0.857
H 1.104 1.389 -0.284
H 0.683 2.626 -1.472
H -0.122 1.119 -1.554
H -0.391 2.269 -0.156
O -0.206 -0.505 -3.882
H -1.139 -0.364 -4.043
H 0.235 0.060 -4.517
O 0.279 -1.351 -1.553
H 0.194 -0.986 -2.434
H 0.343 -2.296 -1.689
O 0.959 -3.984 0.935
H 1.046 -4.722 0.332
H 1.858 -3.705 1.106
O 0.681 3.579 3.283
H -0.220 3.281 3.159
H 1.006 3.735 2.396
O 1.504 4.676 -0.534
H 1.149 5.204 0.181
H 0.920 3.920 -0.587
O -0.231 -0.083 4.415
H -0.834 -0.731 4.780
H -0.267 0.651 5.028
O -0.261 -3.824 -2.836
H -0.400 -4.593 -2.283
H 0.561 -4.003 -3.294
O -0.920 -1.954 0.930
H -1.658 -2.409 1.335
H -0.209 -2.596 0.938
O -1.101 -4.878 2.242
H -0.378 -4.490 1.750
H -0.848 -5.794 2.358
O -2.074 -0.055 -0.731
H -2.828 0.401 -0.357
H -2.450 -0.646 -1.383
O -1.907 3.000 -2.521
H -1.332 2.453 -1.985
H -2.541 2.387 -2.894
O -0.993 0.814 1.741
H -1.139 1.743 1.916
H -1.071 0.393 2.597
O 4.832 -3.015 -0.854
H 5.658 -2.534 -0.796
H 4.164 -2.335 -0.940
O 2.418 -0.637 3.602
H 1.520 -0.475 3.890
H 2.882 0.179 3.794
O 3.564 -0.189 -0.811
H 3.387 0.625 -1.282
H 4.309 0.017 -0.247
O 1.895 2.811 -3.427
H 1.505 2.496 -2.612
H 2.586 3.412 -3.147
O 1.629 -0.575 1.002
H 2.270 -0.560 0.291
H 2.157 -0.623 1.799
O -4.420 1.162 0.600
H -5.144 1.078 -0.020
H -4.320 2.106 0.725
O -3.619 -1.558 -2.201
H -3.540 -1.908 -3.089
H -4.563 -1.493 -2.052
O -1.855 3.213 2.067
H -2.646 3.355 2.588
H -1.805 3.978 1.494


128
Properties=species:S:1:pos:R:3 method="wB97M-V/def2-TZVPD" energy_ha=-8583.82474 gap_ev=7.39 e_homo_ev=-11.69 charge=+1
O -0.474 -1.591 5.786
C 0.177 -1.420 4.802
O 1.000 -2.431 4.294
C 0.190 -0.072 4.018
C 1.283 0.927 4.221
I 2.911 0.485 5.577
C 1.228 2.202 3.492
N 0.198 2.499 2.606
C -0.825 1.616 2.363
C -0.892 0.265 3.070
P -2.402 -0.803 2.664
O -3.473 -0.459 3.944
Br -1.958 -3.017 2.692
H 0.790 -2.451 3.333
H 2.051 2.937 3.653
H 0.163 3.401 2.117
H -1.631 1.942 1.603
H -4.044 -1.247 4.044
C 5.938 -1.856 2.637
C 5.593 -2.705 1.453
O 4.172 -2.678 1.445
C 3.825 -1.489 1.995
O 2.735 -1.000 1.913
O 4.867 -0.912 2.648
F 6.003 -3.986 1.634
H 5.935 -2.419 3.574
H 6.900 -1.360 2.528
H 5.975 -2.324 0.498
C -6.102 0.008 0.197
C -6.594 1.372 0.562
O -5.451 1.979 1.140
C -4.384 1.392 0.538
O -3.267 1.823 0.572
O -4.733 0.260 -0.108
F -7.575 1.303 1.493
H -6.167 -0.699 1.028
H -6.626 -0.410 -0.661
H -6.935 1.970 -0.285
C 10.286 -2.111 -0.918
C 9.768 -3.152 0.025
O 8.698 -2.486 0.673
C 8.228 -1.579 -0.230
O 7.170 -1.030 -0.135
O 9.099 -1.382 -1.244
F 10.701 -3.483 0.951
H 11.008 -1.439 -0.449
H 10.738 -2.544 -1.809
H 9.395 -4.058 -0.461
C -10.963 3.154 0.854
C -10.918 3.436 -0.616
O -9.993 2.478 -1.098
C -10.092 1.414 -0.250
O -9.668 0.327 -0.487
O -10.738 1.747 0.898
F -10.429 4.672 -0.859
H -10.169 3.666 1.403
H -11.922 3.414 1.301
H -11.875 3.312 -1.129
C 15.179 -3.174 0.730
C 14.166 -2.929 1.809
O 13.515 -1.751 1.368
C 13.594 -1.771 0.008
O 12.929 -1.087 -0.711
O 14.512 -2.666 -0.429
F 14.762 -2.675 2.999
H 16.107 -2.621 0.886
H 15.418 -4.230 0.614
H 13.433 -3.731 1.931
C 17.344 -5.828 3.584
C 18.317 -5.070 4.437
O 18.700 -3.992 3.602
C 17.633 -3.753 2.792
O 17.488 -2.761 2.151
O 16.747 -4.788 2.812
F 19.411 -5.817 4.711
H 17.837 -6.539 2.917
H 16.597 -6.359 4.173
H 17.894 -4.681 5.367
C -4.814 3.952 -2.597
C -5.014 3.838 -4.080
O -4.805 2.458 -4.322
C -5.172 1.820 -3.179
O -5.384 0.653 -3.098
O -5.275 2.689 -2.132
F -4.075 4.545 -4.756
H -3.764 4.076 -2.320
H -5.390 4.767 -2.161
H -6.010 4.124 -4.424
C -10.925 1.050 -5.193
C -11.426 2.418 -4.839
O -10.313 3.008 -4.197
C -9.213 2.417 -4.748
O -8.106 2.843 -4.649
O -9.540 1.287 -5.427
F -12.452 2.350 -3.954
H -11.037 0.336 -4.373
H -11.409 0.644 -6.080
H -11.720 3.028 -5.697
C -2.626 -5.658 0.565
C -1.428 -5.769 -0.332
O -1.861 -6.669 -1.332
C -3.214 -6.499 -1.425
O -3.875 -6.885 -2.329
O -3.705 -5.821 -0.348
F -0.376 -6.320 0.322
H -2.663 -6.451 1.316
H -2.681 -4.692 1.070
H -1.122 -4.827 -0.795
C 1.839 2.196 -1.191
C 1.520 1.344 -2.384
O 0.107 1.389 -2.439
C -0.249 2.590 -1.905
O -1.322 3.084 -2.028
O 0.785 3.157 -1.215
F 1.906 0.062 -2.185
H 1.799 1.635 -0.253
H 2.813 2.679 -1.270
H 1.936 1.712 -3.325
C -12.910 7.646 -3.284
C -13.508 6.271 -3.334
O -12.851 5.600 -2.277
C -12.543 6.565 -1.359
O -12.229 6.340 -0.237
O -12.647 7.812 -1.893
F -13.206 5.647 -4.499
H -11.973 7.716 -3.841
H -13.593 8.412 -3.648
H -14.588 6.243 -3.170


23
Properties=species:S:1:pos:R:3 method="wB97M-V/def2-TZVPD" energy_ha=-329.84786 gap_ev=11.37 e_homo_ev=-14.67 charge=+1
C -0.725 -0.789 2.113
C 0.136 0.211 1.381
C -0.132 0.337 -0.176
C -1.522 0.971 -0.326
C 0.008 -0.945 -0.966
N 1.632 -0.250 1.354
H -1.790 -0.606 2.122
H -0.521 -1.843 1.910
H -0.412 -0.671 3.170
H 0.158 1.220 1.774
H 0.654 1.035 -0.506
H -1.801 1.106 -1.381
H -2.273 0.286 0.100
H -1.630 1.977 0.057
H 0.955 -1.509 -0.904
H -0.776 -1.643 -0.614
H -0.138 -0.772 -2.026
H 1.753 -0.920 0.586
H 2.197 0.591 1.404
H 1.808 -0.827 2.181
H 0.780 1.713 -3.414
H 0.804 0.583 -4.387
O 0.836 0.746 -3.450


64
Properties=species:S:1:pos:R:3 method="wB97M-V/def2-TZVPD" energy_ha=-2595.16454 gap_ev="6.43 / 6.43" e_homo_ev="-14.28 / -14.28" charge=+2
W -0.260 0.083 -0.081
P -1.988 -1.831 -0.473
P 1.639 2.202 -0.377
N 0.774 -0.720 -1.367
H -1.514 -0.928 0.694
C -3.153 -1.446 -1.773
H -3.821 -2.296 -1.870
H -2.608 -1.281 -2.743
H -3.710 -0.536 -1.516
C -2.885 -2.398 0.987
H -3.507 -3.221 0.641
H -3.471 -1.548 1.356
H -2.167 -2.716 1.759
C -1.034 -3.263 -1.038
H -1.721 -4.107 -1.118
H -0.234 -3.508 -0.328
H -0.572 -3.073 -2.019
C 1.256 3.481 -1.685
H 2.045 4.218 -1.758
H 0.278 3.919 -1.427
H 1.133 2.901 -2.642
C 2.004 3.309 1.074
H 2.649 4.136 0.759
H 2.480 2.684 1.863
H 1.042 3.677 1.471
C 3.319 1.574 -0.893
H 4.065 2.378 -0.866
H 3.229 1.135 -1.907
H 3.583 0.756 -0.196
C 1.564 -1.299 -2.219
C 2.056 -1.804 -4.555
C 1.291 -1.123 -3.617
C 2.634 -2.146 -1.825
C 3.376 -2.802 -2.772
C 3.100 -2.644 -4.145
H 1.839 -1.677 -5.601
H 0.473 -0.444 -3.917
H 2.838 -2.257 -0.761
H 4.184 -3.449 -2.479
H 3.696 -3.179 -4.910
C -2.300 2.772 -0.220
O -1.344 2.136 -0.783
C -3.706 2.344 -0.709
H -4.438 2.203 0.103
H -3.708 1.365 -1.296
H -3.730 3.211 -1.321
C -2.096 3.113 1.273
H -1.559 4.053 1.085
H -1.501 2.452 1.914
H -3.068 3.167 1.786
F -2.146 0.048 3.375
C -1.136 -0.692 3.921
F -1.095 -0.463 5.234
F -1.545 -2.028 3.763
C 0.160 -0.430 3.208
O -0.019 -0.055 1.855
C 0.905 0.720 3.927
F 1.273 0.366 5.173
F 2.014 1.122 3.255
F 0.068 1.814 3.987
C 1.069 -1.698 3.196
F 1.088 -2.260 4.436
F 0.573 -2.609 2.308
F 2.339 -1.409 2.804


25
Properties=species:S:1:pos:R:3 method="wB97M-V/def2-TZVPD" energy_ha=-331.65232 gap_ev=9.71 smiles=CC(C)CNC(C)C e_homo_ev=-8.59
C -0.562 1.702 2.122
C -1.275 1.373 0.808
C -1.038 2.446 -0.244
N -0.910 0.037 0.308
C 0.415 -0.117 -0.283
C 0.570 -1.471 -0.980
C 1.750 -1.419 -1.925
C 0.754 -2.601 0.057
H 0.432 1.256 2.151
H -1.115 1.313 2.989
H -0.474 2.768 2.343
H -2.345 1.284 0.982
H -0.030 2.855 -0.170
H -1.214 2.068 -1.254
H -1.761 3.258 -0.109
H -1.044 -0.632 1.056
H 0.520 0.655 -1.035
H 1.238 -0.004 0.440
H -0.403 -1.692 -1.429
H 2.626 -1.091 -1.361
H 1.939 -2.379 -2.394
H 1.541 -0.695 -2.724
H 0.036 -2.512 0.886
H 0.681 -3.568 -0.434
H 1.706 -2.526 0.588


11
Properties=species:S:1:pos:R:3 method="wB97M-V/def2-TZVPD" energy_ha=-268.72790 gap_ev="6.08 / 6.33" spin_multiplicity=3 e_homo_ev="-5.59 / -8.50"
C -1.735 0.640 0.172
C -1.860 -0.665 0.028
C -0.248 2.077 0.178
C 0.502 0.769 0.511
C -1.587 1.896 -0.041
C -0.127 -0.318 0.215
C -0.877 -1.706 0.219
H 0.420 2.864 -0.020
H 1.514 0.770 0.783
H -0.968 -2.349 1.164
H -0.736 -2.417 -0.574


20
Properties=species:S:1:pos:R:3 method="wB97M-V/def2-TZVPD" energy_ha=-344.68646 gap_ev=11.29 smiles=C[C@H](O)[C@@H]([NH3+])CN e_homo_ev=-14.40 charge=+1
N 0.247 1.333 0.258
C 0.028 -0.107 0.575
C 0.607 -0.869 -0.671
C 2.149 -0.783 -0.893
O -0.051 -0.234 -1.770
C -1.524 -0.386 0.663
N -2.052 0.811 1.416
H 0.280 2.016 1.015
H 1.031 1.410 -0.374
H -0.628 1.588 -0.222
H 0.359 -0.565 1.558
H 0.244 -1.896 -0.538
H 2.397 0.119 -1.416
H 2.630 -0.669 0.108
H 2.541 -1.704 -1.346
H 0.508 -0.029 -2.526
H -1.731 -1.315 1.162
H -1.760 -0.253 -0.421
H -2.291 0.614 2.394
H -2.984 0.918 1.026


23
Properties=species:S:1:pos:R:3 method="wB97M-V/def2-TZVPD" energy_ha=-362.97788 gap_ev=8.87 smiles="CNC(=[NH2+])[N+](C)(C)C" e_homo_ev=-18.58 charge=+2
C 0.492 -0.385 -0.168
C 0.426 -2.874 -0.579
C -1.173 0.549 1.315
C 0.641 1.990 0.553
C -1.009 1.366 -0.960
N -0.366 -1.751 -0.290
N 1.772 -0.350 -0.368
N -0.213 0.760 0.197
H 1.089 -2.793 -1.585
H 1.281 -3.066 0.254
H -0.155 -3.665 -0.764
H -0.681 -0.230 1.812
H -1.400 1.441 1.802
H -2.214 0.141 1.024
H -0.119 2.743 0.978
H 1.177 1.641 1.360
H 1.369 2.282 -0.153
H -1.874 1.824 -0.667
H -0.472 2.056 -1.465
H -1.249 0.469 -1.627
H -1.356 -1.760 -0.501
H 2.377 -1.120 -0.132
H 2.128 0.584 -0.632


13
Properties=species:S:1:pos:R:3 method="wB97M-V/def2-TZVPD" energy_ha=-555.07466 gap_ev=8.68 e_homo_ev=-7.92
C -2.064 0.553 -0.064
C 0.802 -0.008 0.748
C 1.532 -0.437 -0.563
C 1.341 1.203 -0.106
H -2.650 1.097 0.835
H -2.829 0.044 -0.705
H -2.122 1.349 -1.071
H 1.244 -0.242 1.759
H 0.743 -0.865 -1.478
H 2.842 -1.248 -0.523
H 2.426 1.819 0.394
H 0.225 1.635 -0.691
S -0.597 -0.716 0.087


19
Properties=species:S:1:pos:R:3 method="wB97M-V/def2-TZVPD" energy_ha=-725.10194 gap_ev="8.99 / 6.67" e_homo_ev="-8.73 / -7.06"
C -0.641 0.792 -1.549
C -0.944 2.083 -2.225
C -0.259 -1.235 2.138
C 1.028 -0.713 1.525
C 1.036 -1.463 0.204
N -1.108 0.073 -0.700
O 0.967 0.683 1.254
S 2.076 -0.841 -0.899
H 0.390 0.553 -1.929
H -0.258 2.763 -2.591
H -1.572 1.873 -3.066
H -1.503 2.509 -1.447
H -0.464 -1.139 3.308
H -0.141 -2.276 1.968
H -1.070 -0.870 1.519
H 1.828 -0.907 2.328
H 0.665 -2.420 0.147
H 0.145 0.862 0.817
H 2.038 0.422 -0.102